1.
# C26H54N7O10

A 9-piece molecular cluster, C26H54N7O10 overall at a distorted geometry (wB97M-V/def2-TZVPD, OMol25).

- HOMO-LUMO gap: 5.6 eV
- Max |F|: 6.74 eV/A
- Total charge: -1
- HOMO: -3.84 eV

Last columns: bonded neighbours and bond lengths (Å).
Positions of all 97 atoms, in Å:
1 O 0.33 -0.41 0.54  C2 1.344, H5 0.960
2 C 0.84 -0.10 -0.66  O1 1.344, O3 1.266, O4 1.283
3 O 1.99 -0.52 -1.00  C2 1.266
4 O 0.23 0.70 -1.45  C2 1.283
5 H 1.02 -1.02 0.79  O1 0.960
6 C -4.63 -5.54 5.19  C7 1.498, H10 1.090, H11 1.090, H12 1.090
7 C -4.08 -4.15 5.32  C6 1.498, O8 1.199, C9 1.563
8 O -4.80 -3.19 5.34  C7 1.199
9 C -2.58 -4.12 5.73  C7 1.563, H13 1.090, H14 1.090, H15 1.090
10 H -5.66 -5.55 5.54  C6 1.090
11 H -4.01 -6.30 5.67  C6 1.090
12 H -4.67 -5.90 4.16  C6 1.090
13 H -1.82 -4.21 4.95  C9 1.090
14 H -2.53 -4.93 6.46  C9 1.090
15 H -2.38 -3.14 6.16  C9 1.090
16 C -4.91 2.99 -8.47  C17 1.510, H21 1.090, H22 1.090, H23 1.090
17 C -3.72 2.75 -7.56  C16 1.510, O18 1.238, N19 1.321
18 O -2.92 1.85 -7.82  C17 1.238
19 N -3.47 3.43 -6.45  C17 1.321, C20 1.426, H24 1.010
20 C -4.53 4.15 -5.82  N19 1.426, H25 1.090, H26 1.090, H27 1.090
21 H -4.89 4.00 -8.88  C16 1.090
22 H -5.84 2.66 -8.01  C16 1.090
23 H -4.65 2.27 -9.24  C16 1.090
24 H -2.73 3.06 -5.88  N19 1.010
25 H -4.15 4.62 -4.92  C20 1.090
26 H -5.30 3.43 -5.55  C20 1.090
27 H -4.76 5.03 -6.42  C20 1.090
28 C 0.29 -7.25 -4.18  C29 1.449, H33 1.090, H34 1.090, H35 1.090
29 C -0.42 -6.00 -4.07  C28 1.449, O30 1.189, N31 1.314
30 O -0.67 -5.33 -5.02  C29 1.189
31 N -0.87 -5.60 -2.90  C29 1.314, C32 1.417, H36 1.010
32 C -0.77 -6.13 -1.59  N31 1.417, H37 1.090, H38 1.090, H39 1.090
33 H 1.04 -7.41 -3.41  C28 1.090
34 H 0.89 -7.23 -5.09  C28 1.090
35 H -0.32 -8.13 -3.95  C28 1.090
36 H -1.65 -4.98 -3.05  N31 1.010
37 H -1.63 -5.83 -0.99  C32 1.090
38 H 0.21 -5.96 -1.14  C32 1.090
39 H -0.99 -7.20 -1.55  C32 1.090
40 C 4.73 3.94 3.69  C41 1.490, H45 1.090, H46 1.090, H47 1.090
41 C 5.97 4.06 2.87  C40 1.490, O42 1.199, N43 1.356
42 O 6.79 4.88 3.16  C41 1.199
43 N 6.12 3.28 1.77  C41 1.356, C44 1.437, H48 1.010
44 C 7.26 3.38 0.90  N43 1.437, H49 1.090, H50 1.090, H51 1.090
45 H 4.82 4.36 4.69  C40 1.090
46 H 4.33 2.93 3.73  C40 1.090
47 H 3.80 4.39 3.35  C40 1.090
48 H 5.37 2.72 1.40  N43 1.010
49 H 7.21 2.69 0.06  C44 1.090
50 H 8.20 3.16 1.42  C44 1.090
51 H 7.24 4.39 0.50  C44 1.090
52 C 3.72 6.33 -4.16  C53 1.504, H57 1.090, H58 1.090, H59 1.090
53 C 4.76 5.65 -5.01  C52 1.504, O54 1.209, N55 1.343
54 O 4.45 4.88 -5.88  C53 1.209
55 N 6.06 5.91 -4.78  C53 1.343, C56 1.452, H60 1.010
56 C 7.05 5.17 -5.54  N55 1.452, H61 1.090, H62 1.090, H63 1.090
57 H 3.04 6.92 -4.77  C52 1.090
58 H 4.03 6.97 -3.33  C52 1.090
59 H 3.30 5.48 -3.63  C52 1.090
60 H 6.28 6.73 -4.23  N55 1.010
61 H 6.84 4.91 -6.57  C56 1.090
62 H 7.31 4.23 -5.04  C56 1.090
63 H 8.03 5.66 -5.56  C56 1.090
64 C -3.62 3.13 5.38  C65 1.500, H69 1.090, H70 1.090, H71 1.090
65 C -3.69 3.35 6.86  C64 1.500, O66 1.268, N67 1.333
66 O -3.39 4.47 7.38  C65 1.268
67 N -4.14 2.38 7.66  C65 1.333, C68 1.431, H72 1.010
68 C -4.48 2.40 9.04  N67 1.431, H73 1.090, H74 1.090, H75 1.090
69 H -3.99 2.16 5.02  C64 1.090
70 H -2.60 3.17 5.02  C64 1.090
71 H -4.04 3.99 4.86  C64 1.090
72 H -4.62 1.62 7.21  N67 1.010
73 H -3.77 2.81 9.76  C68 1.090
74 H -4.75 1.42 9.42  C68 1.090
75 H -5.51 2.77 9.14  C68 1.090
76 C 6.13 -3.10 1.63  C77 1.566, H81 1.090, H82 1.090, H83 1.090
77 C 5.03 -4.09 2.11  C76 1.566, O78 1.233, N79 1.323
78 O 4.74 -5.16 1.56  C77 1.233
79 N 4.30 -3.85 3.20  C77 1.323, C80 1.482, H84 1.010
80 C 4.47 -2.74 4.16  N79 1.482, H85 1.090, H86 1.090, H87 1.090
81 H 6.03 -2.85 0.57  C76 1.090
82 H 7.10 -3.58 1.77  C76 1.090
83 H 5.99 -2.25 2.30  C76 1.090
84 H 3.64 -4.57 3.42  N79 1.010
85 H 4.34 -1.73 3.76  C80 1.090
86 H 5.45 -2.81 4.64  C80 1.090
87 H 3.79 -2.91 4.99  C80 1.090
88 N -5.24 -1.30 -2.23  C89 1.370, C92 1.346, H93 1.010
89 C -5.77 -1.71 -1.04  N88 1.370, C90 1.421, H94 1.080
90 C -6.59 -2.85 -1.27  C89 1.421, C91 1.408, H95 1.080
91 C -6.74 -2.91 -2.66  C90 1.408, C92 1.424, H96 1.080
92 C -5.69 -2.11 -3.20  N88 1.346, C91 1.424, H97 1.080
93 H -4.47 -0.64 -2.26  N88 1.010
94 H -5.50 -1.19 -0.13  C89 1.080
95 H -7.11 -3.46 -0.55  C90 1.080
96 H -7.25 -3.72 -3.16  C91 1.080
97 H -5.27 -1.93 -4.18  C92 1.080

---

2.
# CH4O3PS

A 2-piece molecular cluster, CH4O3PS overall at a distorted geometry (wB97M-V/def2-TZVPD, OMol25).

- HOMO-LUMO gap (spin up / spin down): 5.5 / 7.7 eV
- Max |F|: 2.64 eV/A
- Total charge: -1
- Relative energy (zero: lowest compared OMol25 entry of this formula, charge and spin): 125.2 kcal/mol
- HOMO (spin up / spin down): -2.53 / -4.01 eV

Last columns: bonded neighbours and bond lengths (Å).
Positions of all 10 atoms, in Å:
1 C -1.99 -1.01 1.03  P5 1.801, H7 1.109, H8 1.153
2 O 1.38 0.77 -2.63  S6 1.447
3 O 2.66 0.51 -0.54  S6 1.440
4 O 1.28 2.52 -0.89  S6 1.436
5 P -0.44 -0.34 0.42  C1 1.801, H9 1.401, H10 1.454
6 S 1.59 1.16 -1.25  O2 1.447, O3 1.440, O4 1.436
7 H -1.99 -2.05 0.64  C1 1.109
8 H -2.83 -0.25 0.82  C1 1.153
9 H 0.23 -1.53 0.74  P5 1.401
10 H 0.11 0.21 1.65  P5 1.454

---

3.
# C2H7N3O

One molecule with the formula C2H7N3O at a distorted geometry (wB97M-V/def2-TZVPD, OMol25).

- SMILES: NC(N)=CNO
- HOMO-LUMO gap: 7.9 eV
- Max |F|: 4.82 eV/A
- Total charge: 0
- Relative energy (zero: lowest compared OMol25 entry of this formula, charge and spin): 95.9 kcal/mol
- HOMO: -6.92 eV

Last columns: bonded neighbours and bond lengths (Å).
Positions of all 13 atoms, in Å:
1 N -1.06 -0.35 -1.26  C5 1.487, O6 1.392, H8 1.022
2 C 0.55 -0.06 0.51  N3 1.504, N4 1.352, C5 1.315
3 N 1.68 0.83 0.94  C2 1.504, H11 1.019, H12 1.018
4 N 0.05 -0.96 1.38  C2 1.352, H9 1.014, H10 1.014
5 C 0.05 0.40 -0.62  N1 1.487, C2 1.315, H13 1.081
6 O -1.89 0.25 -2.21  N1 1.392, H7 0.976
7 H -2.57 0.71 -1.69  O6 0.976
8 H -1.00 -1.36 -1.19  N1 1.022
9 H -0.80 -1.45 1.12  N4 1.014
10 H 0.14 -0.65 2.34  N4 1.014
11 H 2.34 0.99 0.18  N3 1.019
12 H 2.21 0.34 1.66  N3 1.018
13 H 0.28 1.31 -1.17  C5 1.081

---

4.
# C3H4N2

One molecule with the formula C3H4N2 at a distorted geometry (wB97M-V/def2-TZVPD, OMol25).

- SMILES: C/C=N/C#N
- HOMO-LUMO gap: 10.1 eV
- Max |F|: 4.55 eV/A
- Total charge: 0
- Relative energy (zero: lowest compared OMol25 entry of this formula, charge and spin): 49.7 kcal/mol
- HOMO: -10.43 eV

Last columns: bonded neighbours and bond lengths (Å).
Positions of all 9 atoms, in Å:
1 C 1.25 -0.37 -0.40  C2 1.497, H4 1.093, H5 1.197, H6 1.167
2 C 0.09 -0.05 0.48  C1 1.497, H7 1.114, N8 1.321
3 C -2.10 0.70 0.21  N8 1.339, N9 1.187
4 H 1.92 0.48 -0.20  C1 1.093
5 H 1.19 -0.43 -1.59  C1 1.197
6 H 1.56 -1.47 -0.14  C1 1.167
7 H 0.20 -0.31 1.55  C2 1.114
8 N -0.95 0.24 -0.29  C2 1.321, C3 1.339
9 N -3.16 1.20 0.40  C3 1.187

---

| no. | electronic energy (eV) |
| --- | --- |
| 1 | -58743.5099 |
| 2 | -27366.3680 |
| 3 | -8702.1171 |
| 4 | -6153.7440 |